No. 1
Molecular formula: C5H15NO
Method: DFT, ωB97M-V/def2-TZVPD

Last column: Mulliken charge in e.
Cartesian coordinates (Å):
O -2.472 -3.526 -1.815  -0.642
N -0.239 1.275 0.849  -0.083
C 0.117 2.397 -0.034  -0.945
C 1.279 -1.678 -0.869  -1.229
C -0.179 1.746 2.222  -0.948
C 0.270 -0.548 -0.747  -0.154
C 0.585 0.078 0.614  -0.736
H 0.429 -0.659 1.425  0.365
H -0.030 2.185 -1.106  0.235
H -0.764 2.672 2.356  0.330
H -0.484 3.281 0.236  0.331
H -0.750 -0.968 -0.657  0.147
H 1.635 0.423 0.670  0.332
H 0.867 1.946 2.509  0.363
H -0.587 0.972 2.893  0.286
H 1.182 2.631 0.135  0.365
H 1.105 -2.487 -0.139  0.317
H 2.290 -1.269 -0.707  0.371
H 1.231 -2.105 -1.885  0.342
H 0.262 0.177 -1.584  0.308
H -2.860 -3.902 -2.638  0.318
H -2.886 -2.638 -1.729  0.328

Calculated values
Charge: 0
Lowest unoccupied orbital energy in eV: 0.9
HOMO energy in eV: -8.33
Electronic energy in Ha: -329.4656
Gap between HOMO and LUMO in hartree: 0.339
ΔE to the lowest compared entry with this formula, charge and spin in eV: 1.144
SMILES string: CCCN(C)C.O
Strongest force on any atom in eV Å⁻¹: 1.73

=====

No. 2
Molecular formula: C44H63N6O4STi
Method: DFT, ωB97M-V/def2-TZVPD

Last column: Mulliken charge in e.
Cartesian coordinates (Å):
Ti -0.439 0.278 0.224  -1.111
S 2.031 0.668 2.816  2.163
O -0.487 -1.396 0.688  -0.591
O 2.979 0.151 1.864  -0.725
O 1.779 -0.056 4.019  -0.766
O -1.695 0.127 -0.912  0.379
N 0.181 2.616 -0.205  1.382
N -0.637 1.592 3.799  -0.293
N 0.624 0.850 1.929  0.136
N 3.814 6.187 3.965  -0.517
N -1.580 1.175 1.656  1.118
N 0.844 0.163 -1.444  1.386
C -1.458 0.848 -4.438  -0.321
C 1.259 -1.277 -1.407  -1.260
C 3.985 4.160 2.675  -0.968
C -5.610 -1.299 -2.490  -2.495
C -3.197 1.270 -6.224  2.063
C -3.229 2.806 -6.148  -1.611
C -1.078 0.520 -3.145  -0.380
C -2.052 0.151 -2.214  0.915
C -0.036 -3.249 3.133  2.000
C 5.014 -4.581 0.255  -1.707
C 3.281 -3.072 1.240  -0.249
C 4.699 -3.609 1.402  2.017
C 0.709 -1.992 0.953  -0.105
C 0.301 3.594 0.891  -1.747
C -3.680 0.173 -3.960  -0.003
C -3.619 -2.277 -1.368  -1.513
C -1.843 1.914 4.227  -0.432
C 1.489 2.500 -0.904  -1.456
C -2.187 0.845 -7.302  -1.719
C -0.876 3.126 -1.100  -1.544
C -3.350 -0.166 -2.654  -1.465
C -4.312 -0.956 -1.758  2.400
C -1.311 -2.399 3.218  -1.807
C 0.572 -3.304 4.545  -1.731
C 2.472 4.275 4.556  -0.980
C 3.437 4.887 3.742  1.064
C 2.049 2.989 4.296  -0.061
C 1.674 -1.848 -0.067  0.194
C 0.410 0.488 -2.835  -1.729
C 2.937 -2.380 0.086  -0.637
C 0.992 -2.763 2.090  0.711
C -2.779 0.751 -4.853  -0.238
C 5.675 -2.422 1.369  -1.563
C -0.437 -4.675 2.718  -1.656
C -4.670 -0.184 -0.478  -1.226
C 2.572 2.300 3.207  -1.643
C 2.290 -3.266 2.189  -0.495
C -2.784 1.529 2.106  -0.195
C 3.557 2.876 2.413  -0.161
C 4.892 -4.351 2.728  -2.101
C -4.584 0.767 -6.631  -2.022
C -2.979 1.891 3.417  -1.315
C 1.957 1.046 -1.030  -0.181
C -0.522 1.199 2.525  0.409
H 5.616 -1.883 0.423  0.304
H -0.694 1.180 -5.133  0.401
H -5.473 -0.700 0.052  0.537
H -2.257 3.197 -5.842  0.355
H 1.420 2.982 -1.882  0.437
H 1.060 -2.367 4.790  0.206
H 6.701 -2.769 1.502  0.490
H -0.950 2.540 -2.009  0.574
H 4.673 -3.703 3.579  0.401
H 2.781 0.994 -1.751  0.471
H 3.660 -2.254 -0.712  0.471
H 0.402 -1.853 -1.769  0.416
H 1.320 2.498 4.924  0.573
H -1.112 -5.104 3.462  0.487
H 4.668 6.505 3.540  0.225
H -5.357 1.117 -5.945  0.378
H -0.691 4.171 -1.373  0.468
H 2.327 0.691 -0.069  -0.061
H -1.943 -2.786 4.019  0.661
H -0.221 -3.485 5.272  0.507
H -0.664 3.725 1.381  0.340
H -1.961 -0.220 -7.230  0.351
H -0.944 -4.671 1.751  0.305
H 2.258 3.036 -0.347  0.681
H 0.616 4.566 0.496  0.437
H -2.598 1.042 -8.293  0.471
H -3.813 -0.131 0.188  -0.345
H -1.062 -1.365 3.461  0.428
H 1.027 3.266 1.627  0.562
H -4.300 -2.896 -0.781  0.431
H 2.069 4.816 5.403  0.330
H -4.684 -0.034 -4.294  0.670
H 5.431 -1.718 2.168  0.305
H -3.978 3.145 -5.429  0.348
H 5.026 -4.079 -0.713  0.307
H -6.227 -1.931 -1.850  0.452
H 1.292 -4.116 4.647  0.399
H 3.607 6.590 4.862  0.224
H 3.990 2.290 1.612  0.619
H 5.994 -5.035 0.413  0.483
H -3.477 3.231 -7.123  0.447
H -5.013 0.826 -0.720  0.404
H 0.859 1.432 -3.139  0.525
H -3.331 -2.838 -2.259  0.354
H -4.834 1.148 -7.621  0.463
H -3.589 1.537 1.382  0.404
H -2.728 -2.092 -0.766  0.088
H -4.611 -0.323 -6.673  0.411
H 4.258 -5.238 2.780  0.380
H 2.088 -1.419 -2.106  0.795
H 0.440 -5.319 2.642  0.295
H -3.956 2.158 3.787  0.481
H -1.888 -2.425 2.296  0.047
H -1.836 3.067 -0.585  0.190
H 5.929 -4.677 2.811  0.465
H -5.417 -1.853 -3.409  0.452
H 2.523 -3.851 3.066  0.538
H -1.903 2.229 5.264  0.532
H 4.269 -5.379 0.216  0.343
H -6.189 -0.404 -2.728  0.471
H 4.762 4.615 2.073  0.319
H -1.252 1.402 -7.221  0.350
H 0.842 -0.270 -3.493  0.527

Calculated values
Charge: +1
Lowest unoccupied orbital energy in eV: -2.9
HOMO energy in eV: -10.54
Electronic energy in Ha: -3591.5499
Gap between HOMO and LUMO in hartree: 0.282
ΔE to the lowest compared entry with this formula, charge and spin in eV: 0.798
Strongest force on any atom in eV Å⁻¹: 2.70